No. 1
# C49H44IrN5O5PS

A structure of composition C49H44IrN5O5PS at a distorted geometry (the ωB97M-V functional and the def2-TZVPD basis, the OMol25 dataset).

Output
Molecular weight ... 1038.18 g/mol
Charge ... +2
Kohn-Sham gap (alpha / beta) ... 6.8 / 5.3 eV
Spin multiplicity ... 2
LUMO (alpha / beta) ... -0.22947 / -0.28682 Eh
Expectation value of S² ... 1.111
HOMO level (alpha / beta) ... -13.07 / -13.07 eV
Calculated total energy ... -3386.88808 Ha

Geometry (Å):
Ir -1.433 0.420 -0.087
C -0.240 -0.359 5.363
C -1.225 0.687 4.900
C -1.696 1.585 5.860
C -2.615 2.577 5.563
C -3.125 2.682 4.278
C -2.680 1.804 3.309
C -1.716 0.831 3.588
P -1.283 -0.216 2.166
C 0.472 -0.655 2.440
C 1.280 0.463 2.670
C 2.643 0.328 2.867
C 3.218 -0.934 2.803
C 2.425 -2.040 2.550
C 1.048 -1.932 2.361
C 0.235 -3.180 2.121
C -2.452 -1.584 2.283
C -2.785 -2.239 3.469
C -3.733 -3.243 3.453
C -4.354 -3.590 2.255
C -4.047 -2.913 1.088
C -3.103 -1.887 1.098
C -2.843 -1.098 -0.152
H -0.458 -0.634 6.395
H 0.778 0.033 5.341
H -0.260 -1.259 4.756
H -1.333 1.483 6.876
H -2.943 3.255 6.340
H -3.866 3.435 4.040
H -3.090 1.850 2.309
H 0.825 1.448 2.709
H 3.256 1.198 3.072
H 4.285 -1.048 2.951
H 2.882 -3.022 2.489
H 0.880 -3.999 1.803
H -0.534 -3.026 1.365
H -0.267 -3.492 3.040
H -2.313 -1.958 4.403
H -3.995 -3.756 4.369
H -5.093 -4.381 2.239
H -4.559 -3.162 0.165
H -3.776 -0.631 -0.486
H -2.490 -1.747 -0.960
C -0.481 -4.873 -3.739
O -0.746 -3.471 -3.827
C 0.301 -2.614 -3.808
C 1.618 -2.962 -3.546
C 2.602 -1.984 -3.541
C 2.278 -0.661 -3.799
C 0.968 -0.311 -4.081
C -0.022 -1.283 -4.102
N -1.348 -1.068 -4.565
C -1.938 0.038 -4.928
C -1.683 1.321 -4.400
C -1.806 2.459 -5.236
C -1.479 3.703 -4.787
C -1.061 3.865 -3.456
C -1.027 2.795 -2.592
C -1.377 1.493 -3.007
O -1.516 0.489 -2.199
H -1.449 -5.361 -3.792
H -0.002 -5.127 -2.792
H 0.142 -5.207 -4.569
H 1.887 -3.996 -3.377
H 3.635 -2.264 -3.377
H 3.053 0.095 -3.821
H 0.734 0.707 -4.358
H -1.820 -1.936 -4.797
H -2.694 -0.069 -5.703
H -2.103 2.315 -6.270
H -1.523 4.556 -5.450
H -0.777 4.848 -3.101
H -0.767 2.938 -1.551
C -4.778 4.214 -0.276
C -3.652 4.366 0.522
C -2.721 3.347 0.565
N -2.862 2.221 -0.139
C -3.931 2.086 -0.934
C -4.913 3.053 -1.023
H -5.540 4.982 -0.308
H -3.503 5.255 1.119
H -1.841 3.430 1.190
H -3.994 1.177 -1.517
H -5.773 2.888 -1.656
O 9.071 2.505 0.122
S 7.679 2.427 0.501
O 6.887 3.548 0.043
O 7.475 2.156 1.923
C 6.933 0.918 -0.234
N 7.670 -0.156 -0.431
C 6.988 -1.249 -0.762
C 5.603 -1.254 -0.854
C 4.924 -0.066 -0.621
N 5.615 1.033 -0.315
C 3.450 0.096 -0.639
C 2.904 1.363 -0.451
C 1.540 1.505 -0.350
N 0.701 0.471 -0.470
C 1.215 -0.740 -0.723
C 2.572 -0.966 -0.803
H 7.582 -2.136 -0.944
H 5.079 -2.168 -1.101
H 3.561 2.215 -0.351
H 1.099 2.474 -0.154
H 0.509 -1.551 -0.861
H 2.932 -1.974 -0.959

Atomic forces in eV per Å
Ir -0.2 1.8 0.3
C -0.1 0.1 0.0
C 0.0 0.0 -0.1
C 0.0 -0.1 0.0
C 0.0 0.0 0.0
C -0.1 0.0 0.0
C 0.1 -0.1 0.0
C 0.0 0.2 -0.1
P 0.2 0.1 -0.3
C 0.0 -0.1 -0.1
C 0.0 -0.1 0.0
C 0.0 0.1 0.0
C 0.0 0.1 0.0
C 0.0 -0.1 -0.1
C -0.2 0.1 0.1
C 0.2 0.1 0.0
C 0.1 0.1 0.0
C 0.0 0.0 0.0
C 0.0 0.0 0.1
C 0.0 0.0 -0.1
C -0.1 0.0 0.0
C 0.0 0.0 0.0
C 0.0 0.6 -0.2
H 0.0 0.0 0.0
H 0.0 -0.1 0.0
H 0.0 0.0 0.0
H 0.0 0.0 0.0
H 0.0 0.0 0.0
H 0.0 0.0 0.0
H 0.0 0.0 0.1
H 0.0 0.0 0.1
H 0.0 0.0 0.0
H 0.0 0.0 0.0
H 0.0 0.0 0.0
H 0.0 0.0 0.0
H 0.0 -0.1 0.0
H 0.0 0.0 -0.1
H 0.0 0.0 0.0
H 0.0 0.0 0.0
H 0.0 0.0 0.0
H 0.0 0.0 0.0
H 0.0 -0.1 0.0
H 0.0 0.0 -0.1
C 0.0 -0.1 0.0
O 0.0 -0.1 0.0
C -0.2 0.0 0.1
C 0.1 -0.1 0.0
C -0.1 0.0 -0.4
C 0.0 0.0 -0.2
C 0.0 0.1 -0.2
C 0.1 0.1 0.4
N 0.1 -0.4 -0.2
C -0.2 0.3 0.0
C 0.1 0.3 0.1
C 0.0 -0.3 -0.1
C 0.0 0.3 -0.1
C 0.0 -0.2 0.0
C 0.0 0.0 0.1
C -0.2 0.0 0.0
O 0.1 0.0 0.2
H 0.0 0.0 0.0
H 0.0 0.1 0.0
H 0.0 0.1 0.0
H 0.0 0.0 0.0
H 0.0 0.0 0.0
H 0.0 0.0 0.0
H 0.0 0.0 0.1
H 0.2 0.0 -0.3
H -0.1 -0.1 0.1
H 0.0 0.0 0.0
H 0.0 0.0 0.0
H 0.0 0.0 0.0
H 0.1 0.1 0.0
C 0.0 -0.1 0.0
C -0.1 0.1 -0.1
C 0.3 0.1 0.1
N -0.3 -1.7 0.0
C -0.1 0.1 -0.1
C 0.0 0.1 0.0
H 0.0 0.0 0.0
H 0.0 0.0 0.0
H 0.0 -0.1 0.0
H 0.0 0.0 0.1
H 0.0 0.0 0.0
O -0.1 0.1 0.2
S -0.4 -1.3 -0.3
O 0.2 0.1 0.2
O 0.3 0.5 -0.2
C -0.4 0.5 0.3
N 0.0 0.3 0.0
C 0.0 0.1 0.0
C -0.3 -0.3 -0.2
C 0.6 0.1 0.0
N 0.2 0.0 0.0
C -0.2 0.0 0.0
C 0.1 0.0 -0.1
C -0.2 0.2 0.0
N 0.2 -1.0 0.1
C 0.1 0.0 0.0
C 0.2 0.0 0.3
H -0.1 -0.1 0.0
H 0.1 0.0 0.0
H 0.0 0.0 0.0
H 0.0 0.0 0.0
H 0.1 0.0 0.0
H -0.1 0.1 0.1

***

No. 2
# C2H5N5O

The molecule C2H5N5O at a distorted geometry (the ωB97M-V functional and the def2-TZVPD basis, the OMol25 dataset).

Output
Energy relative to the best compared isomer or geometry (same formula, charge and spin) ... 88.0 kcal per mole
Molecular weight ... 115.10 g/mol
Kohn-Sham gap ... 9.7 eV
Spin multiplicity ... 1
LUMO ... 0.00355 Eh
HOMO level ... -9.56 eV
SMILES ... [H]/N=c1\[nH]/c(=N\[H])n(N)o1
Calculated total energy ... -428.08291 Ha

Geometry (Å):
C 0.615 -0.463 1.408
C -0.469 -0.269 -0.594
H 1.275 1.299 -2.354
H -0.126 2.075 -1.525
H 0.562 -1.617 2.886
H -1.509 -0.851 1.185
H -2.118 -0.861 -1.100
N 0.816 1.473 -1.509
N 0.665 0.362 -0.761
N 0.947 -0.626 2.616
N -0.417 -0.913 0.547
N -1.415 -0.223 -1.437
O 1.174 0.613 0.639

Atomic forces in eV per Å
C 0.3 3.3 -1.6
C -2.9 0.5 -2.6
H 0.4 -0.2 -1.4
H 2.8 -1.8 -0.5
H 0.6 2.5 -0.2
H 4.5 -0.7 -2.8
H -0.6 -0.2 -0.2
N -3.7 1.8 1.9
N 4.3 2.2 0.5
N -0.9 -3.2 -0.7
N -4.6 -2.8 7.4
N -0.2 0.1 -0.3
O -0.2 -1.6 0.3

***

No. 3
# C6H10O

The molecule C6H10O at a distorted geometry (the ωB97M-V functional and the def2-TZVPD basis, the OMol25 dataset).

Output
Energy relative to the best compared isomer or geometry (same formula, charge and spin) ... 54.5 kcal per mole
Molecular weight ... 98.14 g/mol
Kohn-Sham gap ... 9.1 eV
Spin multiplicity ... 1
LUMO ... 0.03486 Eh
HOMO level ... -8.13 eV
SMILES ... C=C(O)[C@H]1C[C@@H]1C
Calculated total energy ... -309.75551 Ha

Geometry (Å):
C 2.430 -0.125 -0.413
C 1.086 -0.723 -0.118
C 0.364 0.020 0.919
C -1.540 -0.069 -0.358
O -2.073 -1.306 -0.507
C -2.185 0.986 0.167
C -0.092 0.104 -0.548
H 3.123 -0.483 0.353
H 2.387 0.971 -0.328
H 2.780 -0.400 -1.404
H 0.992 -1.801 -0.129
H 0.655 0.954 1.369
H -0.246 -0.604 1.584
H -2.864 -1.274 0.045
H -3.244 1.044 -0.006
H -1.680 1.820 0.663
H 0.125 0.898 -1.283

Atomic forces in eV per Å
C 0.1 -0.1 -0.2
C 0.0 -0.2 0.1
C 0.1 0.2 0.6
C 0.4 0.2 0.4
O -0.4 0.2 -0.3
C -0.6 0.0 -0.5
C -0.1 0.2 -0.1
H 0.1 0.0 -0.2
H 0.0 -0.3 -0.1
H 0.3 0.0 -0.1
H 0.1 -0.1 0.1
H 0.8 -0.1 0.2
H -0.1 0.5 -0.5
H -0.2 -0.3 -0.2
H -0.5 0.0 0.5
H -0.1 -0.3 -0.7
H 0.2 0.0 1.2

***

No. 4
# C23H25NO6S

The molecule C23H25NO6S at a distorted geometry (the ωB97M-V functional and the def2-TZVPD basis, the OMol25 dataset).

Output
Energy relative to the best compared isomer or geometry (same formula, charge and spin) ... 5.3 kcal per mole
Molecular weight ... 443.52 g/mol
Kohn-Sham gap ... 7.9 eV
Spin multiplicity ... 1
LUMO ... -0.01210 Eh
HOMO level ... -8.21 eV
SMILES ... CSCC[C@H](NC(=O)Cc1c(C)c2cc3c4c(oc3cc2oc1=O)CCCC4)C(=O)O
Calculated total energy ... -1795.90766 Ha

Geometry (Å):
C 5.868 2.665 0.042
H 6.720 3.076 -0.491
H 5.072 2.394 -0.645
H 5.506 3.384 0.770
S 6.392 1.201 0.978
C 6.930 0.111 -0.400
C 6.313 -1.278 -0.328
H 6.434 -1.678 0.682
H 6.840 -1.937 -1.021
C 4.827 -1.305 -0.710
N 4.002 -0.616 0.245
C 3.220 0.431 -0.070
O 3.158 0.923 -1.179
C 2.356 0.918 1.092
C 1.013 0.253 0.962
C -0.089 0.836 0.412
C -1.342 0.119 0.445
C -2.559 0.681 0.053
C -3.714 -0.074 0.136
C -3.659 -1.410 0.613
C -2.476 -1.991 1.016
C -1.329 -1.211 0.931
O -0.176 -1.805 1.328
C 0.991 -1.140 1.364
O 1.991 -1.763 1.692
H -2.419 -3.000 1.386
O -4.888 -1.964 0.611
C -5.738 -1.004 0.137
C -5.096 0.151 -0.167
C -5.790 1.356 -0.706
C -7.177 0.953 -1.213
H -7.071 0.392 -2.143
C -7.905 0.083 -0.186
H -7.931 0.607 0.771
H -8.934 -0.088 -0.505
C -7.193 -1.262 -0.008
H -7.366 -1.900 -0.881
H -7.572 -1.796 0.866
H -7.765 1.847 -1.423
H -5.884 2.106 0.086
H -5.204 1.801 -1.512
H -2.612 1.700 -0.294
C -0.019 2.191 -0.216
H 0.970 2.362 -0.631
H -0.236 2.966 0.519
H -0.738 2.275 -1.026
H 2.265 2.001 1.048
H 2.809 0.629 2.040
H 4.047 -0.919 1.208
H 4.687 -0.799 -1.674
C 4.404 -2.777 -0.915
O 4.977 -3.462 -1.718
O 3.410 -3.248 -0.184
H 3.010 -2.636 0.474
H 8.015 0.038 -0.336
H 6.653 0.612 -1.325

Atomic forces in eV per Å
C 0.2 -0.4 0.1
H 0.0 0.1 0.0
H -0.1 0.1 -0.1
H 0.0 0.1 0.0
S 0.3 0.2 -0.1
C -0.1 0.2 0.5
C -0.1 0.2 -0.2
H 0.0 -0.1 0.0
H 0.0 0.0 0.1
C 0.2 -0.2 -0.1
N 0.2 -0.4 -0.1
C 0.1 0.0 0.6
O -0.1 0.3 -0.4
C 0.0 -0.1 -0.3
C -0.4 0.3 -0.1
C 0.5 -0.3 0.3
C 0.0 -0.5 0.1
C -0.1 -0.3 0.1
C 0.2 -0.5 0.2
C 0.7 0.9 -0.2
C 0.0 -0.1 0.0
C -0.7 0.6 -0.3
O 0.1 -0.3 0.1
C 0.5 0.0 0.1
O -0.6 0.0 0.2
H 0.0 -0.2 0.1
O -0.1 -0.5 0.1
C 0.0 1.0 -0.4
C -0.5 -0.5 0.1
C -0.1 -0.1 0.0
C 0.0 0.2 0.2
H 0.0 0.0 -0.1
C 0.1 -0.1 -0.2
H -0.1 0.0 0.1
H 0.0 0.0 0.1
C 0.1 -0.2 0.1
H 0.0 0.0 0.0
H 0.0 0.0 0.0
H 0.0 0.0 -0.1
H 0.0 0.1 -0.1
H 0.0 0.1 0.0
H 0.1 0.1 -0.1
C 0.1 0.0 0.0
H 0.0 0.0 0.0
H -0.1 0.1 0.0
H 0.0 0.1 0.0
H 0.1 0.0 0.0
H 0.0 0.1 0.0
H -0.1 0.2 -0.1
H 0.0 -0.2 0.2
C 0.2 0.6 -0.2
O 0.0 -0.1 0.0
O -0.5 -0.3 0.4
H 0.2 0.0 -0.3
H 0.0 0.0 -0.1
H 0.1 0.0 -0.1